A 2-piece molecular cluster, H4NOPS2 overall in a non-equilibrium geometry. Source: OMol25; level of theory: wB97M-V/def2-TZVPD.

Properties
orbital gap: 9.17 eV
total charge: 0
multiplicity: 1
energy relative to the best compared isomer or geometry (same formula, charge and spin): 14.6 kcal/mol

Geometry (Å):
1 N -0.318 0.103 1.621
2 O 1.424 -0.138 -1.764
3 P -1.401 0.017 0.380
4 S -1.846 -1.792 -0.129
5 S -2.039 1.760 -0.161
6 H 0.043 0.995 1.920
7 H 0.184 -0.719 1.915
8 H 1.909 0.641 -2.042
9 H 2.043 -0.867 -1.741

A 2-piece molecular cluster, C6H14O overall in a non-equilibrium geometry. Source: OMol25; level of theory: wB97M-V/def2-TZVPD.

Properties
orbital gap: 9.85 eV
total charge: 0
multiplicity: 1
energy relative to the best compared isomer or geometry (same formula, charge and spin): 67.2 kcal/mol

Geometry (Å):
1 C -1.803 -2.771 0.514
2 C -0.597 -2.441 0.031
3 C -0.464 -1.578 -1.166
4 C 0.675 -0.411 -1.103
5 C 1.168 -0.259 0.340
6 C 0.951 1.177 0.868
7 H -2.567 -2.044 0.319
8 H -1.911 -3.769 1.027
9 H 0.354 -2.860 0.327
10 H -0.322 -2.111 -2.163
11 H -1.505 -1.299 -1.367
12 H 1.639 -0.665 -1.690
13 H 0.227 0.387 -1.559
14 H 2.078 -0.794 0.502
15 H 0.498 -0.743 1.026
16 H 0.023 1.598 0.557
17 H 1.781 1.901 0.470
18 H 0.959 1.120 1.966
19 O -0.199 4.632 0.377
20 H 0.377 4.940 -0.430
21 H 0.376 4.974 1.090

The molecule C3H6N2O2 in a non-equilibrium geometry. Source: OMol25; level of theory: wB97M-V/def2-TZVPD.

Properties
orbital gap: 9.91 eV
total charge: 0
multiplicity: 1
energy relative to the best compared isomer or geometry (same formula, charge and spin): 146.0 kcal/mol

Geometry (Å):
1 H 0.528 -2.599 -1.372
2 N 1.148 -1.865 -1.035
3 C 0.509 -0.836 -0.511
4 C 1.176 0.474 0.133
5 O 0.266 1.512 -0.531
6 C -0.900 1.328 0.358
7 O -1.596 0.127 0.093
8 N -0.715 -1.081 0.093
9 H 1.135 0.441 1.302
10 H 2.298 0.562 -0.280
11 H -0.727 1.430 1.490
12 H -1.533 2.290 0.294
13 H -1.589 -1.782 -0.033

A 2-piece molecular cluster, C2H6N3 overall in a non-equilibrium geometry. Source: OMol25; level of theory: wB97M-V/def2-TZVPD.

Properties
orbital gap: 8.40 eV
total charge: +1
multiplicity: 1
energy relative to the best compared isomer or geometry (same formula, charge and spin): 83.1 kcal/mol

Geometry (Å):
1 C 0.327 -1.766 -0.408
2 C -0.687 -1.364 0.420
3 N 1.300 -2.262 -0.754
4 N 0.184 1.300 0.002
5 N -1.901 -1.423 0.037
6 H -0.129 -0.675 1.128
7 H -0.731 1.342 -0.240
8 H 0.449 1.719 0.904
9 H 0.573 1.638 -0.840
10 H -2.586 -1.142 0.711
11 H 2.280 -2.305 -1.017

A 2-piece molecular cluster, C21H24F2N2O4S overall in a non-equilibrium geometry. Source: OMol25; level of theory: wB97M-V/def2-TZVPD.

Properties
orbital gap: 5.96 eV
total charge: 0
multiplicity: 1
energy relative to the best compared isomer or geometry (same formula, charge and spin): 34.5 kcal/mol

Geometry (Å):
1 C 0.182 -0.358 -2.565
2 O 0.157 -0.663 -1.180
3 C 0.257 -1.964 -0.927
4 O 0.323 -2.807 -1.808
5 C 0.169 -2.256 0.548
6 C 0.640 -3.678 0.799
7 C -0.574 -4.515 0.393
8 C -1.814 -3.616 0.570
9 N -1.306 -2.266 0.771
10 C -2.204 -1.302 0.909
11 C -1.989 0.069 1.545
12 C -2.938 1.240 1.084
13 C -4.185 0.799 0.319
14 C -4.643 -0.533 0.932
15 C -3.629 -1.699 0.750
16 H 0.056 0.719 -2.589
17 H 1.146 -0.658 -2.977
18 H -0.635 -0.891 -3.056
19 H 0.714 -1.500 1.131
20 H 1.532 -3.927 0.212
21 H 0.867 -3.804 1.867
22 H -0.501 -4.778 -0.667
23 H -0.667 -5.434 0.982
24 H -2.458 -3.707 -0.330
25 H -2.397 -3.929 1.459
26 H -2.152 -0.038 2.635
27 H -3.282 1.700 2.005
28 H -2.377 1.993 0.519
29 H -4.978 1.543 0.482
30 H -4.057 0.752 -0.776
31 H -4.741 -0.345 2.019
32 H -5.613 -0.835 0.519
33 H -3.780 -2.147 -0.253
34 H -3.912 -2.471 1.498
35 F -1.061 2.361 3.012
36 C -0.233 2.116 1.941
37 F 1.035 2.519 2.227
38 S -0.317 0.336 1.737
39 N 1.648 1.628 -0.429
40 C 2.834 1.362 0.211
41 O 3.025 0.512 1.084
42 C 3.874 2.260 -0.407
43 C 3.233 2.974 -1.400
44 C 3.928 3.779 -2.290
45 C 5.332 3.833 -2.217
46 C 5.989 3.140 -1.169
47 C 5.251 2.379 -0.232
48 C 1.775 2.591 -1.373
49 O 0.895 3.039 -2.110
50 H -0.540 2.678 1.071
51 H 3.379 4.338 -3.039
52 H 5.917 4.398 -2.954
53 H 7.082 3.177 -1.097
54 H 5.746 1.888 0.613

C14H23F3NPSn as an isolated structure in a non-equilibrium geometry. Source: OMol25; level of theory: wB97M-V/def2-TZVPD.

Properties
orbital gap: 6.52 eV
total charge: 0
multiplicity: 1
energy relative to the best compared isomer or geometry (same formula, charge and spin): 23.1 kcal/mol

Geometry (Å):
1 C 0.481 3.051 -1.983
2 C -0.791 2.593 -1.679
3 C -0.998 1.595 -0.698
4 C 0.122 1.128 -0.024
5 C 1.418 1.567 -0.315
6 C 1.590 2.542 -1.295
7 C -2.387 1.089 -0.377
8 C -2.538 -0.415 -0.031
9 N -2.676 -1.253 -1.188
10 Sn -0.017 -0.221 1.742
11 C 2.609 0.914 0.409
12 P 2.210 -0.855 0.731
13 H -1.678 2.982 -2.187
14 H 2.617 2.864 -1.490
15 H 0.644 3.798 -2.767
16 H 2.808 1.408 1.381
17 H 3.536 0.905 -0.195
18 H -2.794 1.672 0.470
19 H -3.050 1.310 -1.240
20 H -1.694 -0.880 0.566
21 C 3.478 -1.675 1.687
22 C 2.127 -1.572 -0.929
23 H -3.432 -0.552 0.607
24 C -1.517 -1.339 -2.059
25 C -3.225 -2.554 -0.850
26 H 0.092 -1.443 3.667
27 H -1.854 -1.936 -2.915
28 H -1.214 -0.339 -2.390
29 H -0.624 -1.842 -1.630
30 H -3.447 -3.056 -1.795
31 H -2.563 -3.207 -0.245
32 H -4.148 -2.384 -0.281
33 H 3.129 -1.552 -1.373
34 H 1.775 -2.607 -0.847
35 H 1.446 -1.030 -1.596
36 H 4.440 -1.625 1.173
37 H 3.576 -1.236 2.684
38 H 3.190 -2.722 1.811
39 H -0.357 -1.967 3.280
40 F -0.079 1.777 4.226
41 C -0.059 1.843 2.866
42 F -1.179 2.582 2.526
43 F 1.033 2.643 2.553

C2H12O3S as an isolated structure in a non-equilibrium geometry. Source: OMol25; level of theory: wB97M-V/def2-TZVPD.

Properties
orbital gap: 4.17 eV
total charge: 0
multiplicity: 1
energy relative to the best compared isomer or geometry (same formula, charge and spin): 193.6 kcal/mol

Geometry (Å):
1 C -0.956 0.960 0.088
2 C -1.052 0.353 -1.252
3 S -1.593 -1.417 -1.052
4 H -1.144 2.109 0.045
5 H -1.690 0.523 0.836
6 H -0.006 0.739 0.399
7 H -0.082 0.218 -1.863
8 H -1.882 0.673 -1.985
9 H 2.865 0.560 2.120
10 H 2.527 1.280 -1.654
11 H 2.400 0.582 1.489
12 O 1.900 1.142 -0.973
13 H 0.752 -1.378 -0.545
14 H 1.912 -0.349 -0.519
15 O 1.714 -1.340 -0.306
16 H -1.817 -1.445 0.889
17 H -1.903 -2.010 2.427
18 O -1.944 -1.199 1.856

- Among the records above, which one has the lowest orbital gap?
  C2H12O3S

- What is the total charge in the first record?
  0

- energy relative to the best compared isomer or geometry (same formula, charge and spin) of number 5 (C21H24F2N2O4S)?
  34.5 kcal/mol

- Look up the energy relative to the best compared isomer or geometry (same formula, charge and spin) of the second one.
  67.2 kcal/mol